C28H67BFN3O9S8 | ωB97M-V/def2-TZVPD

Element x y z (Å)
C 1.0220 -3.1322 2.3729
C 0.0238 -2.1641 2.7171
C 0.3208 -0.6466 2.1930
C -0.5369 -0.2291 0.8907
C -0.9388 -1.5877 0.0968
N -1.2984 -2.6903 -0.2737
N -1.7134 0.5607 1.3492
C -2.8583 -0.2792 1.8202
C -4.0075 -0.3820 0.6583
C -4.4825 -1.8892 0.3398
C -4.3227 -2.1983 -1.2606
C 0.2623 0.6861 -0.1814
F 1.5931 1.0711 0.2211
C -0.5693 2.0817 -0.3436
N -1.1179 3.1668 -0.3507
B 0.2939 0.0409 -1.7065
C 1.4739 -0.9734 -2.1911
O -0.7107 0.3718 -2.7213
H 2.0215 -2.7829 1.9028
H 0.7782 -4.2411 2.5701
H -0.9202 -2.3768 3.3265
H 0.0564 0.0480 3.0850
H 1.4573 -0.5898 2.0724
H -1.4927 1.1980 2.1272
H -3.3656 0.3214 2.6779
H -2.5768 -1.2906 2.2756
H -4.9237 0.2351 0.9947
H -3.5458 0.1486 -0.2639
H -5.6290 -1.9185 0.5334
H -3.9655 -2.7005 0.9583
H -5.3222 -2.1967 -1.8197
H -3.8756 -3.2683 -1.3577
H -3.5923 -1.4827 -1.7769
H 2.0190 -1.3803 -1.2679
H 2.1997 -0.4672 -2.9316
H 0.9371 -1.8659 -2.6976
H -1.5985 0.4549 -2.2999
C 1.1103 6.8930 3.4345
S 0.2914 7.0678 1.8350
O -0.6576 8.2197 1.9390
C -0.6811 5.5516 1.9576
H 1.7506 7.7625 3.5915
H 0.3667 6.8431 4.2320
H 1.7227 5.9892 3.4342
H -1.3146 5.5848 2.8460
H -0.0111 4.6913 2.0050
H -1.3083 5.4705 1.0691
C 5.2116 2.7722 4.6937
S 3.9235 3.8901 5.2877
O 2.9589 4.0998 4.1638
C 4.9731 5.3571 5.3804
H 4.7660 1.7904 4.5272
H 5.6265 3.1452 3.7555
H 5.9976 2.6885 5.4459
H 5.4024 5.5720 4.4004
H 5.7668 5.1922 6.1111
H 4.3591 6.2008 5.6993
C 0.3420 -5.6143 -4.8140
S 0.0418 -3.8574 -5.1029
O 0.8321 -3.0938 -4.0875
C -1.6793 -3.8662 -4.5527
H 1.3830 -5.8304 -5.0575
H 0.1571 -5.8572 -3.7660
H -0.3094 -6.2068 -5.4586
H -1.7398 -4.2158 -3.5206
H -2.2678 -4.5143 -5.2047
H -2.0658 -2.8474 -4.6127
C -3.8298 1.9562 5.5416
S -3.5370 0.3122 6.2304
O -3.4180 -0.6399 5.0830
C -5.1868 0.1056 6.9356
H -2.9296 2.2740 5.0133
H -4.6677 1.9249 4.8426
H -4.0402 2.6585 6.3499
H -5.9413 0.1872 6.1514
H -5.3545 0.8663 7.7001
H -5.2452 -0.8835 7.3922
C 5.8433 -4.9804 0.3893
S 4.1257 -4.5523 0.7441
O 4.1106 -3.7889 2.0311
C 3.5812 -6.2360 1.1069
H 6.3890 -4.0612 0.1703
H 6.2924 -5.4711 1.2548
H 5.8831 -5.6393 -0.4797
H 4.1685 -6.6499 1.9284
H 3.6925 -6.8553 0.2151
H 2.5292 -6.2039 1.3945
C -1.3206 -3.8321 -8.4000
S -0.9359 -5.2720 -9.4197
O 0.3019 -5.8982 -8.8616
C -0.4556 -4.3397 -10.8902
H -1.6114 -4.1800 -7.4089
H -0.4430 -3.1891 -8.3143
H -2.1497 -3.2796 -8.8456
H 0.3693 -3.6660 -10.6525
H -1.3120 -3.7715 -11.2578
H -0.1359 -5.0465 -11.6574
C 6.9544 1.4131 -0.5124
S 6.2570 -0.0506 0.2840
O 6.3054 -1.1674 -0.7095
C 4.5563 0.5552 0.3358
H 8.0184 1.2403 -0.6801
H 6.4609 1.5884 -1.4701
H 6.8280 2.2788 0.1400
H 4.2088 0.7834 -0.6730
H 4.5058 1.4480 0.9620
H 3.9261 -0.2238 0.7675
C -4.8560 5.9965 -2.6189
S -5.0539 4.4090 -1.7804
O -6.5180 4.1087 -1.7284
C -4.5629 4.9968 -0.1448
H -5.1487 5.8737 -3.6626
H -5.4934 6.7486 -2.1505
H -3.8108 6.3065 -2.5715
H -5.2182 5.8099 0.1722
H -3.5268 5.3384 -0.1760
H -4.6481 4.1677 0.5593

HOMO: -0.315 Ha

=====

C20H19N19O3PSSe3TaTe | ωB97M-V/def2-TZVPD

Element x y z (Å)
Ta 1.1010 1.0870 2.3316
N -1.7498 -1.3487 3.1368
C -1.0263 -0.8824 4.2079
N -1.3429 -1.1772 5.4514
N -0.3918 -0.5664 6.1849
N 0.4285 0.0506 5.4138
N 0.0590 -0.1310 4.1146
C -1.5632 -0.8976 1.8713
N -2.3560 -1.2171 0.8716
N -1.8326 -0.5651 -0.1946
N -0.7954 0.0917 0.1474
N -0.5698 -0.0870 1.4876
H -2.5694 -1.8968 3.3269
Se 2.5744 -1.0317 2.3674
Se 3.7834 -0.2657 4.3149
Te 2.4520 1.7990 4.7029
Se 2.8660 3.0559 2.5835
C -2.1478 5.1689 0.2014
N -2.6768 3.8411 -0.1173
C -2.4410 3.5545 -1.5343
N -1.0422 3.6924 -1.9383
C -0.5764 5.0279 -1.5708
N -0.7381 5.3427 -0.1527
C 0.1246 4.4931 0.6776
P -0.2488 2.6820 0.4854
C -2.0873 2.8031 0.7363
C -0.1984 2.6391 -1.3658
H -2.2773 5.3603 1.2674
H -2.7283 5.9057 -0.3556
H -3.0358 4.2537 -2.1248
H -2.7723 2.5375 -1.7483
H -1.1558 5.7556 -2.1415
H 0.4758 5.1247 -1.8412
H 0.0260 4.7812 1.7245
H 1.1681 4.6548 0.3992
H -2.2907 3.0320 1.7786
H -2.5438 1.8436 0.5033
H -0.5237 1.6579 -1.6984
H 0.8360 2.7718 -1.6797
N 2.4770 1.1627 -0.7064
C 1.9828 1.0747 0.3388
N -2.7405 6.1537 4.0974
C -2.0156 5.2620 4.2567
N -1.1885 4.2747 4.5248
C -0.7499 3.3200 3.8375
N -0.3075 2.4112 3.2443
O 4.0775 -5.2206 -5.6790
S 3.2143 -6.3581 -5.9123
O 2.5133 -6.3451 -7.1817
O 3.7760 -7.6439 -5.5361
C 1.8701 -6.1738 -4.6955
N 0.8397 -7.0222 -4.8305
C -0.1268 -6.9058 -3.9337
C -0.1024 -5.9732 -2.9105
C 1.0104 -5.1523 -2.8485
N 1.9929 -5.2529 -3.7434
C 1.1634 -4.1073 -1.7893
C 0.4135 -4.1364 -0.6204
C 0.5979 -3.1431 0.3241
N 1.4553 -2.1376 0.1676
C 2.1795 -2.1075 -0.9547
C 2.0724 -3.0679 -1.9487
H -0.9663 -7.5890 -4.0361
H -0.9247 -5.8892 -2.2137
H -0.2985 -4.9274 -0.4255
H 0.0348 -3.1547 1.2507
H 2.8570 -1.2653 -1.0569
H 2.6796 -3.0263 -2.8440

total charge: -2
HOMO: -0.146 Ha

=====

C22H34N2O3 | ωB97M-V/def2-TZVPD

Element x y z (Å)
C 5.4623 -1.9228 0.1357
C 4.5117 -3.0288 0.5791
O 3.2033 -2.5466 0.8059
C 2.9676 -1.6845 1.8274
C 3.7553 -1.5633 2.9676
C 3.3672 -0.7451 4.0143
C 2.1810 -0.0379 3.9493
C 1.3986 -0.1282 2.8125
C 1.7899 -0.9209 1.7438
N 0.9785 -0.9617 0.5969
C 1.4191 -0.7987 -0.6669
O 2.5733 -0.6311 -1.0017
C 0.2842 -0.7684 -1.7134
N -0.4469 0.4950 -1.5927
C -1.3003 0.8254 -0.6054
O -1.5536 0.0924 0.3388
C -1.9433 2.1945 -0.7422
C -1.5936 3.0300 0.4937
C -2.2961 4.3822 0.4509
C -3.8128 4.2116 0.3612
C -4.5130 5.5666 0.3223
H -4.2760 6.1456 1.2119
H -5.5920 5.4387 0.2732
H -4.1957 6.1345 -0.5501
C -4.1578 3.3825 -0.8761
C -3.4630 2.0259 -0.8396
H -3.8026 1.4558 0.0270
H -3.7125 1.4538 -1.7369
H -5.2382 3.2356 -0.9334
H -3.8478 3.9274 -1.7717
H -4.1529 3.6667 1.2488
H -2.0402 4.9529 1.3458
H -1.9458 4.9484 -0.4161
H -1.9058 2.4772 1.3819
H -0.5110 3.1711 0.5478
H -1.5756 2.7017 -1.6403
H -0.2447 1.1909 -2.2918
C -0.6754 -1.9638 -1.6726
H -1.0111 -2.1497 -0.6529
H -1.5551 -1.6855 -2.2605
C -0.0805 -3.2499 -2.2557
C 0.9766 -3.8526 -1.3361
H 1.8042 -3.1682 -1.1827
H 1.3685 -4.7716 -1.7671
H 0.5460 -4.0865 -0.3650
C -1.2000 -4.2622 -2.4976
H -1.7017 -4.4996 -1.5621
H -1.9382 -3.8684 -3.1930
H -0.7966 -5.1826 -2.9129
H 0.3863 -3.0140 -3.2193
H 0.7762 -0.7441 -2.6914
H -0.0213 -0.8176 0.7495
H 0.4743 0.4259 2.7346
H 1.8704 0.5871 4.7724
H 3.9951 -0.6733 4.8899
H 4.6716 -2.1257 3.0561
H 4.3847 -3.7583 -0.2254
H 4.8957 -3.5558 1.4631
H 6.3951 -2.3527 -0.2186
H 5.6738 -1.2403 0.9555
H 4.9908 -1.3591 -0.6654

ΔE to the lowest compared entry with this formula, charge and spin: 3.0 kcal per mole
SMILES: CCOc1ccccc1NC(=O)[C@@H](CC(C)C)NC(=O)[C@H]1CC[C@H](C)CC1
HOMO: -0.297 Ha

=====

C4H4HgO5 | ωB97M-V/def2-TZVPD

Element x y z (Å)
O 1.6878 -1.1166 0.1523
C 0.6390 -0.9386 0.8638
O 0.1639 -1.8001 1.6342
O -0.2558 -0.1868 0.1884
C 0.4244 -0.1301 -1.4175
H 1.4551 -0.1538 -1.8132
C -0.3985 -1.0251 -2.3312
H -0.3425 -2.1038 -2.0726
H -1.4623 -0.7320 -2.3435
H -0.0373 -0.9091 -3.3669
C -0.6002 2.3807 3.5585
O -0.4932 2.8007 2.4797
O -0.7194 2.0173 4.6484
Hg -0.0610 1.8974 -0.1803

expectation value of S²: 0.765
multiplicity: 2
total charge: -1
ΔE to the lowest compared entry with this formula, charge and spin: 74.2 kcal per mole
HOMO (alpha / beta): -0.117 / -0.133 Ha

=====

C4H10NO2 | ωB97M-V/def2-TZVPD

Element x y z (Å)
C 0.8068 -1.7571 -1.5781
C 1.1493 -1.3300 -0.1663
C -0.6604 -0.8493 1.4587
N 0.0852 -1.6740 0.7913
H 0.6212 -2.8491 -1.6298
H -0.1081 -1.1928 -1.9563
H 1.7112 -1.6128 -2.1811
H 2.0085 -1.9459 0.1741
H 1.3584 -0.2593 -0.0433
H -1.4190 -1.3811 2.1484
H -0.5484 0.2342 1.2898
H -0.1385 -2.6603 0.8782
O 0.0405 2.2204 0.2063
C -0.6052 3.2757 0.1132
O -1.9068 3.3206 0.4647
H -0.1708 4.2566 -0.2088
H -2.2241 4.2041 0.2389

total charge: +1
ΔE to the lowest compared entry with this formula, charge and spin: 36.0 kcal per mole
HOMO: -0.530 Ha

=====

C5H9NO | ωB97M-V/def2-TZVPD

Element x y z (Å)
C -0.0239 -1.1618 0.3690
C -1.3190 -0.3949 -0.2646
C -1.0443 0.9047 -0.9232
C -2.4273 1.1226 -0.8383
C 1.3686 -0.4689 0.5363
N 1.2297 0.9023 0.8399
O 2.4345 -0.9054 0.2016
H -0.3192 -1.5860 1.4024
H 0.3052 -1.9020 -0.2684
H -1.8459 -0.4867 0.7020
H -1.6718 -1.0628 -1.0295
H -0.2905 0.9570 -1.7602
H -3.1974 0.5144 -1.3708
H -2.7829 1.6410 -0.0879
H 0.2872 1.3678 0.6745
H 2.1064 1.4740 0.9692

expectation value of S²: 0.754
multiplicity: 2
total charge: +1
ΔE to the lowest compared entry with this formula, charge and spin: 117.8 kcal per mole
HOMO (alpha / beta): -0.506 / -0.506 Ha

=====

C7H25CaN11O9 | ωB97M-V/def2-TZVPD

Element x y z (Å)
Ca 0.1116 0.0404 -0.0928
C 0.9054 4.0894 1.9795
C 0.3042 3.1597 0.9323
O 1.0645 2.0298 0.7523
H 0.1901 4.7902 2.4318
H 1.6761 4.7199 1.5322
H 1.3233 3.4787 2.7801
H 0.1636 3.6943 -0.0365
H -0.7547 2.8982 1.1891
N -1.5429 -2.9759 -1.2682
O -2.7470 -2.8946 -1.0100
O -0.8127 -1.9554 -1.2296
O -1.0174 -4.0728 -1.5580
C -2.0271 0.2664 2.6107
O -1.5528 0.0621 1.5071
N -2.9728 -0.5691 3.1363
N -1.7246 1.3714 3.3445
H -3.3076 -0.4390 4.0727
H -3.0871 -1.4506 2.6696
H -1.9584 1.3962 4.3200
H -1.0556 2.0286 2.9766
C 2.7388 -1.9395 -1.4410
O 2.2980 -0.9074 -0.9506
N 1.9270 -2.9300 -1.8882
N 4.0883 -2.1634 -1.5718
H 2.2715 -3.8233 -2.1848
H 0.9287 -2.7571 -1.8891
H 4.7223 -1.4469 -1.2773
H 4.3905 -3.0872 -1.8154
C 1.2035 1.5781 -2.9131
O 0.5869 0.8752 -2.1311
N 1.2909 1.2571 -4.2388
N 1.9227 2.6449 -2.4786
H 1.8190 1.8165 -4.8792
H 0.9023 0.3635 -4.4755
H 2.5011 3.2191 -3.0614
H 1.6580 2.9820 -1.5635
C 1.2987 -2.5600 1.6943
O 0.7566 -1.4815 1.4634
N 0.9498 -3.7113 1.0639
N 2.2779 -2.6458 2.6478
H 1.3117 -4.5625 1.4478
H 0.3087 -3.6586 0.2878
H 2.8360 -3.4700 2.7650
H 2.2040 -1.9764 3.3919
C -3.0171 1.0816 -0.9549
O -1.8007 1.0253 -0.9746
N -3.8070 0.0083 -1.2586
N -3.6846 2.1905 -0.5025
H -4.7976 0.1482 -1.1636
H -3.4770 -0.9298 -1.4215
H -4.6840 2.2342 -0.5444
H -3.1030 2.9584 -0.2225

ΔE to the lowest compared entry with this formula, charge and spin: 1.6 kcal per mole
HOMO: -0.244 Ha

=====

C4H6N4O | ωB97M-V/def2-TZVPD

Element x y z (Å)
C 2.3377 -0.1754 -0.1474
C 0.2396 1.0867 0.3058
C -2.0821 -0.2101 -0.0406
C -0.1126 -1.1976 -0.2633
H 3.2528 1.2329 -0.3673
H 2.4170 -0.3870 1.2521
H 2.4893 -1.2546 -0.6344
H 0.9649 1.3467 1.3585
H -3.7543 0.7982 -0.1829
H 0.6134 -2.0607 -0.3529
N 0.8228 -0.0440 -0.3135
N -0.8265 1.6801 -0.0071
N -3.3741 -0.2032 0.2887
N -1.3938 -1.3249 0.0803
O -1.5942 0.7129 -0.9760

ΔE to the lowest compared entry with this formula, charge and spin: 215.3 kcal per mole
HOMO: -0.335 Ha

=====

C20H31MgN5O6S5 | ωB97M-V/def2-TZVPD

Element x y z (Å)
Mg -0.2994 -0.3908 0.0863
S -1.0378 -2.0802 3.9369
C -0.4031 -2.7130 2.5259
S -0.9717 -4.1398 1.8435
S 0.9737 -1.9347 1.7596
O -0.3775 3.2679 -1.8990
S -0.2459 2.4106 -0.7354
O -0.6866 3.0861 0.4806
O -0.8628 1.1026 -0.9111
C 1.5341 2.2452 -0.5084
C 2.1361 3.2343 0.2545
C 3.5132 3.2794 0.3930
C 4.2997 2.3288 -0.2419
C 3.6985 1.3476 -1.0107
C 2.3211 1.3255 -1.1607
S 1.6223 -0.0126 -2.1199
O 2.7698 -0.6280 -2.7818
O 1.0813 -0.8899 -1.0787
O 0.6562 0.4751 -3.0736
H 1.4875 3.9524 0.7312
H 3.9805 4.0581 0.9821
H 5.3754 2.3511 -0.1269
H 4.2632 0.5863 -1.5263
C 0.4701 3.0510 3.6741
C 1.1249 1.6816 3.5816
N 0.4136 0.9277 2.5846
C -0.9329 1.0350 2.4215
N -1.4805 0.2246 1.5817
C -2.9037 0.2931 1.3947
C -3.3666 1.7439 1.4528
C -2.9967 2.2918 2.8206
N -1.6334 1.9567 3.1532
C -0.9700 2.8148 4.1019
H 0.4622 3.5003 2.6797
H 0.9831 3.7020 4.3838
H 1.0955 1.1796 4.5659
H 2.1742 1.7603 3.2677
H 0.7223 -0.0669 2.4592
H -3.3933 -0.3068 2.1775
H -3.1105 -0.1537 0.4227
H -4.4409 1.8454 1.2832
H -2.8142 2.3022 0.6951
H -3.6668 1.8918 3.6001
H -3.0969 3.3856 2.8143
H -0.9879 2.3507 5.1015
H -1.5141 3.7660 4.1543
C 1.7966 -3.8347 -2.0917
C 0.3533 -4.0167 -1.6296
N -0.6014 -3.2236 -2.3876
C -0.6352 -3.4551 -3.8163
C 0.2942 -2.5716 -4.6663
C -1.2938 -2.1965 -1.8298
C -2.0283 -1.2534 -2.7428
N -1.4783 -2.0153 -0.5728
H 2.4498 -4.3932 -1.4246
H 2.0712 -2.7837 -2.0378
H 1.9561 -4.1975 -3.1060
H 0.3173 -3.7276 -0.5793
H 0.0650 -5.0764 -1.7007
H -1.6627 -3.3057 -4.1612
H -0.3880 -4.5108 -3.9841
H 0.5189 -1.6357 -4.1599
H -0.1745 -2.3557 -5.6260
H 1.2401 -3.0666 -4.8599
H -2.8316 -1.7768 -3.2687
H -1.3516 -0.7904 -3.4531
H -2.4393 -0.4683 -2.1143
H -1.1428 -2.7836 0.0213

total charge: -2
ΔE to the lowest compared entry with this formula, charge and spin: 25.4 kcal per mole
HOMO: -0.019 Ha

=====

C2H8NS2 | ωB97M-V/def2-TZVPD

Element x y z (Å)
C -1.1802 1.0161 0.4087
C -0.3516 -0.2012 0.2051
N -0.7038 -1.1047 -0.8649
S 3.2624 -0.3936 0.5086
S 1.7538 0.5174 -0.5798
H -0.5389 1.9935 0.3427
H -1.7668 1.0157 1.3839
H -1.9324 0.9903 -0.4616
H 0.0574 -0.7344 0.9764
H -1.2752 -0.6460 -1.5994
H 0.2361 -1.3037 -1.2569
H -1.1915 -1.8596 -0.3032
H 3.6306 0.7101 1.2403

total charge: +1
ΔE to the lowest compared entry with this formula, charge and spin: 46.9 kcal per mole
HOMO: -0.476 Ha

=====

Here are the calculated maximum force numbers, same order: 7.00 1.81 0.67 6.59 3.06 5.28 1.36 7.36 3.12 5.07 (eV/Å).